[1]
{"formula": "C4H11N2", "method": "ωB97M-V/def2-TZVPD", "de_lowest_kj_mol": 377.7, "homo_energy_ev": -14.12, "charge": 1, "elements": ["C", "C", "C", "C", "N", "N", "H", "H", "H", "H", "H", "H", "H", "H", "H", "H", "H"], "positions_angstrom": [[2.2872, -1.0712, 0.1931], [0.3126, 1.7409, 0.1868], [-2.1129, -0.6284, -0.4214], [0.4951, 0.4787, -0.4129], [1.5794, -0.1604, -0.2978], [-0.8555, -0.7012, 0.4811], [2.0834, -1.8929, 0.8375], [3.2913, -0.8168, 0.0062], [0.6557, 1.9479, 1.2215], [1.0732, 2.4239, -0.4559], [-0.6403, 2.2955, 0.0500], [-2.5219, 0.3889, -0.5046], [-1.8437, -1.0873, -1.2795], [-2.8005, -1.3085, -0.0426], [0.1326, 0.4341, -1.4242], [-0.8925, -0.4612, 1.4272], [-0.2430, -1.5820, 0.4354]], "mulliken_charge": [-0.199, -1.126, -0.946, 0.404, -0.208, -0.480, 0.264, 0.261, 0.342, 0.317, 0.356, 0.292, 0.434, 0.410, 0.312, 0.278, 0.289]}

---

[2]
{"formula": "C13H20", "method": "ωB97M-V/def2-TZVPD", "de_lowest_kj_mol": 206.0, "homo_energy_ev": -7.47, "smiles": "C/C=C/C=C1/C(C)=CCCC1(C)C", "elements": ["C", "C", "C", "C", "C", "C", "C", "C", "C", "C", "C", "C", "C", "H", "H", "H", "H", "H", "H", "H", "H", "H", "H", "H", "H", "H", "H", "H", "H", "H", "H", "H", "H"], "positions_angstrom": [[-1.1483, 4.2453, 1.5811], [-1.0939, 3.3006, 0.4226], [-0.3599, 2.0713, 0.4805], [-0.1488, 1.2172, -0.7029], [0.1747, -0.1812, -0.5381], [0.3886, -0.9726, -1.8850], [-0.0722, -0.4068, -3.1904], [0.7955, -2.2767, -1.9679], [1.0587, -3.0182, -0.7235], [0.2235, -2.4898, 0.4932], [0.2896, -0.9476, 0.7905], [-0.9711, -0.7334, 1.5811], [1.5189, -0.6232, 1.4726], [-0.7390, 5.3156, 1.3702], [-0.6028, 3.8876, 2.4686], [-2.2371, 4.4349, 1.8202], [-1.6196, 3.5663, -0.4864], [0.0448, 1.7888, 1.4330], [-0.1547, 1.6877, -1.6735], [-1.1022, -0.0695, -3.0101], [-0.0959, -1.1809, -3.8821], [0.6105, 0.3927, -3.4426], [1.0476, -2.7644, -2.9087], [2.1387, -2.9731, -0.4792], [0.7638, -4.0483, -0.7936], [0.5382, -3.0184, 1.3690], [-0.8413, -2.6495, 0.2396], [-1.2748, -1.6357, 2.0066], [-1.7740, -0.3791, 0.9531], [-0.7247, -0.0528, 2.3118], [1.4027, -0.9414, 2.4732], [2.3318, -0.9832, 0.8455], [1.6326, 0.4382, 1.5717]], "mulliken_charge": [-1.064, -0.252, -0.432, -0.652, 0.397, 1.266, -2.155, -0.741, -0.787, -1.413, 2.360, -2.335, -1.743, 0.266, 0.304, 0.268, 0.390, 0.125, 0.357, 0.414, 0.473, 0.320, 0.342, 0.334, 0.423, 0.361, 0.486, 0.548, 0.322, 0.615, 0.458, 0.415, 0.328]}

---

[3]
{"formula": "C16H31O18Tl", "method": "ωB97M-V/def2-TZVPD", "de_lowest_kj_mol": 184.0, "homo_energy_ev": -14.98, "charge": 2, "elements": ["Tl", "O", "C", "O", "O", "H", "C", "O", "C", "O", "O", "C", "H", "H", "H", "H", "H", "H", "C", "O", "C", "O", "O", "C", "H", "H", "H", "H", "H", "H", "C", "O", "C", "O", "O", "C", "H", "H", "H", "H", "H", "H", "C", "O", "C", "O", "O", "C", "H", "H", "H", "H", "H", "H", "C", "O", "C", "O", "O", "C", "H", "H", "H", "H", "H", "H"], "positions_angstrom": [[4.6615, 2.3794, -2.6062], [0.2949, -0.0254, -1.6020], [1.3604, 0.4377, -0.9781], [1.3878, 0.3847, 0.2698], [2.2699, 0.9721, -1.6346], [-0.3508, -0.3136, -0.9172], [-2.4612, 1.8944, 3.0894], [-2.5515, 2.4443, 1.7631], [-1.4389, 2.6656, 1.1142], [-0.3179, 2.5889, 1.5799], [-1.7544, 3.0959, -0.1058], [-0.7045, 3.4373, -1.0665], [-2.6876, 0.8302, 3.0134], [-3.1966, 2.4120, 3.6952], [-1.4921, 1.9587, 3.5801], [0.2434, 3.0459, -0.7061], [-0.7432, 4.5207, -0.9622], [-1.0675, 3.0920, -2.0264], [1.8927, 5.7287, -4.5884], [0.7947, 4.8328, -4.7134], [0.9834, 3.5789, -4.3144], [1.9924, 3.1247, -3.8333], [-0.1910, 3.0237, -4.4720], [-0.3878, 1.6225, -4.3413], [1.4970, 6.7325, -4.6914], [2.6628, 5.4928, -5.3237], [2.4008, 5.6703, -3.6212], [-1.3331, 1.3535, -4.8023], [-0.6353, 1.4394, -3.2906], [0.4721, 0.9885, -4.5347], [-3.1051, 0.6460, -2.2696], [-2.8114, -0.5157, -1.5036], [-3.5872, -0.6821, -0.4154], [-4.3973, 0.0934, -0.0088], [-3.2420, -1.8349, 0.1227], [-3.9464, -2.2924, 1.2579], [-4.0603, 0.5349, -2.7895], [-2.3756, 0.7263, -3.0678], [-3.1845, 1.5709, -1.6974], [-3.3495, -3.0127, 1.8131], [-4.8692, -2.8393, 1.0483], [-4.2637, -1.4795, 1.9118], [4.5656, -7.3757, 0.5183], [4.3715, -6.1316, -0.1104], [3.7555, -5.1688, 0.5482], [3.2501, -5.2739, 1.6296], [3.7787, -4.0848, -0.2521], [2.7560, -3.1582, -0.0285], [3.6941, -8.0189, 0.3362], [4.4857, -7.3433, 1.6094], [5.4370, -7.9792, 0.2900], [2.8728, -2.1382, -0.3971], [2.6281, -3.0067, 1.0477], [1.7909, -3.4666, -0.4460], [-0.5061, -1.9100, 2.0560], [-0.8085, -1.5273, 3.3815], [-0.1082, -0.5115, 3.8966], [0.6298, 0.2537, 3.3019], [-0.3453, -0.5084, 5.1797], [0.1232, 0.5307, 6.0387], [-1.1153, -2.7357, 1.6968], [0.5522, -2.1538, 1.9627], [-0.7735, -1.0658, 1.4007], [-0.2360, 1.5129, 5.7269], [1.1851, 0.6069, 6.2603], [-0.3915, 0.3303, 6.9782]], "mulliken_charge": [0.967, -0.311, 0.806, -0.217, -0.348, 0.193, -0.606, -0.315, 1.077, -0.477, -0.313, -0.646, 0.144, 0.379, 0.262, 0.317, 0.402, 0.115, -0.665, -0.309, 0.715, -0.476, -0.334, -0.074, 0.256, 0.312, 0.273, 0.391, -0.455, 0.339, -0.287, -0.380, 0.852, -0.529, -0.308, -0.741, 0.470, -0.192, 0.293, 0.269, 0.343, 0.324, -0.714, -0.299, 0.776, -0.506, -0.322, -0.677, 0.304, 0.321, 0.307, 0.166, 0.396, 0.352, 0.122, -0.236, 0.831, -0.397, -0.317, -0.651, 0.192, 0.115, -0.189, 0.309, 0.320, 0.281]}

---

[4]
{"formula": "C6H21NO5", "method": "ωB97M-V/def2-TZVPD", "de_lowest_kj_mol": 247.5, "homo_energy_ev": -9.18, "smiles": "C=C(C)C[C@@H](N)CO.O.O.O.O", "elements": ["C", "C", "C", "C", "C", "N", "C", "O", "H", "H", "H", "H", "H", "H", "H", "H", "H", "H", "H", "H", "H", "O", "H", "H", "O", "H", "H", "O", "H", "H", "O", "H", "H"], "positions_angstrom": [[1.5448, 1.9761, -1.9238], [1.7188, 0.7275, -1.5164], [1.5725, -0.5015, -2.3844], [1.9814, 0.4618, -0.0450], [0.7262, 0.7085, 0.8253], [-0.4125, -0.0271, 0.2776], [1.0142, 0.3208, 2.2487], [-0.1343, 0.3806, 3.0938], [1.3940, 2.2384, -2.9714], [1.5610, 2.8328, -1.2713], [0.5622, -0.5934, -2.7735], [1.8689, -1.3781, -1.8251], [2.1734, -0.3833, -3.2920], [2.7228, 1.1571, 0.3367], [2.3510, -0.5361, 0.1969], [0.5190, 1.7803, 0.7138], [-1.1672, -0.3519, 0.8730], [-0.0932, -0.7389, -0.3702], [1.8150, 0.9323, 2.6729], [1.3920, -0.6960, 2.3587], [-0.2541, 1.2834, 3.4228], [-2.0786, 2.3699, -0.3035], [-1.9297, 1.5084, 0.1305], [-1.4478, 2.3482, -1.0338], [-2.7360, -2.5850, -0.0147], [-2.0843, -1.9682, -0.3751], [-3.0965, -2.1741, 0.7790], [0.2793, -3.3546, -0.7992], [-0.6691, -3.2034, -0.7640], [0.5843, -3.4395, -1.7047], [-3.0714, -0.0557, 1.7893], [-3.7743, 0.3153, 1.2420], [-2.8317, 0.6456, 2.4068]], "mulliken_charge": [-1.404, 1.158, -1.404, -1.381, 0.745, -0.203, -1.103, -0.534, 0.336, 0.319, 0.285, 0.258, 0.463, 0.530, 0.450, 0.267, 0.304, -0.069, 0.404, 0.327, 0.335, -0.689, 0.338, 0.323, -0.692, 0.321, 0.341, -0.616, 0.300, 0.320, -0.623, 0.321, 0.272]}